[1]
20
Properties=species:S:1:pos:R:3:forces:R:3 method="wB97M-V/def2-TZVPD" s2=0.76 homo_energy_ha="-0.381 / -0.368" e_above_lowest_kcal_mol=34.1 e_tot_ev=-9487.44490 max_force_ev_per_a=2.1 spin_multiplicity=2 orbital_gap_ev="11.43 / 7.08"
C -0.1332 -2.4977 -0.2318 -1.857 -0.086 0.906
C -0.1766 -1.4574 0.9147 0.574 -0.699 -0.012
C -1.5518 -0.8347 1.0707 -0.931 0.175 -0.679
O 0.7845 -0.4627 0.6626 -0.408 0.027 0.049
H 0.7453 -3.1083 -0.3027 0.493 -0.172 0.286
H -0.3033 -2.0153 -1.1769 0.045 0.450 -0.430
H -1.0386 -3.1200 -0.0612 0.671 -0.089 -0.210
H 0.0976 -2.0123 1.8725 0.123 0.886 -0.891
H -2.2848 -1.5246 1.5338 0.410 0.264 -0.345
H -1.9058 -0.5454 0.0364 0.183 -0.269 1.148
H -1.5250 0.0797 1.6834 0.142 -0.348 -0.154
H 0.3436 0.1707 -0.2934 -0.100 -0.330 -0.886
C -0.0673 1.9879 -0.6279 0.436 0.294 1.369
O -0.1781 0.7164 -1.2254 0.504 0.013 1.300
C 1.3925 2.4336 -0.5469 0.937 0.046 0.199
H -0.4857 1.9257 0.4321 0.265 0.226 -1.138
H -0.6299 2.7661 -1.1521 -0.339 -0.430 -0.247
H 1.4962 3.3575 0.0892 -0.075 -0.688 -0.914
H 1.8284 2.5484 -1.5735 -0.449 0.277 0.886
H 2.0291 1.6575 -0.0581 -0.624 0.452 -0.235



[2]
52
Properties=species:S:1:pos:R:3:forces:R:3 method="wB97M-V/def2-TZVPD" charge=-2 homo_energy_ha=-0.187 e_above_lowest_kcal_mol=0.0 e_tot_ev=-72536.41102 max_force_ev_per_a=5.3 orbital_gap_ev=8.52
B 13.4114 0.4790 -23.0553 -0.399 0.670 -0.782
F 12.2370 1.1719 -22.8120 -1.068 0.223 -0.438
F 13.8517 0.7089 -24.4161 0.056 0.036 0.547
F 14.2942 1.0085 -22.1330 1.583 0.057 0.473
F 13.2391 -0.8761 -22.8860 0.083 -0.927 0.133
B 6.7622 -0.6402 -21.1159 0.610 -0.021 -0.887
F 5.9914 -0.1927 -22.2051 -0.959 -0.188 -0.234
F 7.5382 0.3858 -20.7152 0.881 2.477 1.229
F 6.0222 -1.1308 -20.0642 -1.382 -0.403 0.850
F 7.6503 -1.5989 -21.5258 0.517 -1.931 -0.872
C 3.7474 -6.6484 -17.4736 -0.887 -0.118 0.269
C 5.1338 -6.2098 -17.1878 -1.215 1.800 -1.099
O 5.7750 -7.1975 -16.4698 1.846 -2.280 0.764
C 7.0979 -7.0716 -16.3604 0.489 3.728 -1.716
O 7.7029 -6.1182 -16.8824 -1.094 -3.330 1.702
C 7.7767 -8.0881 -15.4130 -0.453 1.871 0.198
F 8.5671 -7.3440 -14.6238 0.499 -0.421 -0.064
F 6.9371 -8.7120 -14.5910 -0.261 -0.495 -0.294
F 8.4796 -8.9466 -16.1126 0.463 -0.704 -0.023
H 3.2771 -5.8064 -17.9815 -0.384 -0.039 0.238
H 3.2684 -6.8980 -16.5269 -0.480 0.047 -0.175
H 3.6714 -7.4972 -18.1531 0.262 -0.099 0.084
H 5.1200 -5.3277 -16.5476 0.061 0.269 -0.239
H 5.5081 -5.9283 -18.1720 1.183 -0.217 0.360
C 3.4723 6.2134 -21.7380 -1.045 0.248 -1.717
C 2.8240 4.8125 -21.7913 0.687 -0.283 0.493
O 1.9752 4.5476 -22.9569 0.049 0.381 -2.215
C 2.4764 4.5135 -24.2624 3.235 1.030 3.477
O 3.6579 4.5860 -24.5222 -1.730 -0.174 0.129
C 1.4489 4.4314 -25.3490 -0.157 -1.809 0.244
F 0.2918 4.9327 -24.9513 -0.435 0.723 -0.550
F 1.9077 4.9127 -26.4784 -0.181 1.539 -0.417
F 1.2575 3.1387 -25.6297 -0.509 -0.984 0.302
H 3.9580 6.5951 -20.8399 -0.071 -0.824 0.162
H 2.6890 6.9297 -21.9858 -0.317 0.182 0.282
H 4.1333 6.3417 -22.5951 0.435 -0.289 0.234
H 2.1215 4.6430 -20.9753 -0.015 0.250 -0.066
H 3.5725 4.0271 -21.6865 0.073 -0.014 -0.382
C 5.0041 -5.2099 -25.1573 1.045 1.053 0.656
C 4.7304 -4.8338 -26.6098 -0.351 0.512 1.698
O 5.4448 -5.8230 -27.3371 1.287 -0.733 -2.564
C 6.6906 -5.5071 -27.8158 0.059 4.202 3.266
O 7.2785 -4.4450 -27.5043 -1.727 -3.957 -1.703
C 7.3293 -6.5744 -28.7034 0.733 -1.148 -0.079
F 7.5922 -6.0049 -29.8919 0.044 -0.469 0.473
F 8.5128 -7.0728 -28.1798 -1.778 0.943 -0.695
F 6.5104 -7.6362 -28.9040 0.632 0.754 0.080
H 4.5109 -4.6168 -24.3872 -0.564 0.007 -0.329
H 6.0473 -4.9998 -24.9215 0.239 -0.202 -0.174
H 4.8425 -6.2731 -24.9793 -0.261 0.080 -0.187
H 4.9730 -3.8310 -26.9612 0.669 -0.059 0.490
H 3.6456 -4.8560 -26.7142 0.001 -0.964 -0.927



[3]
13
Properties=species:S:1:pos:R:3:forces:R:3 method="wB97M-V/def2-TZVPD" homo_energy_ha="-0.327 / -0.401" e_above_lowest_kcal_mol=162.0 e_tot_ev=-9161.83149 max_force_ev_per_a=4.3 orbital_gap_ev="6.57 / 10.96"
C -0.1021 0.2500 -0.1610 -0.062 -1.877 -2.439
C -1.1755 1.9038 2.3674 -0.165 -1.005 -0.557
C 1.6911 -1.4997 -1.0172 -0.355 -0.300 -1.590
N -0.5661 -0.9881 -1.8870 0.290 -1.460 -1.315
N -1.2954 0.5605 -0.5731 1.375 0.374 1.621
N -1.5575 -0.2371 -1.6189 -0.450 0.017 -0.627
N 0.4143 -0.7782 -1.0534 -0.431 2.676 3.390
H -1.5583 0.9673 2.0604 -0.361 -0.558 -0.066
H -1.0053 2.1924 3.3345 0.242 0.104 2.449
H -0.9376 2.6375 1.6929 0.331 1.389 -1.930
H 2.2874 -1.2190 -0.1746 -0.168 0.118 0.751
H 1.5242 -2.5928 -1.0769 -0.002 0.701 0.234
H 2.2806 -1.1965 -1.8931 -0.244 -0.177 0.079



[4]
15
Properties=species:S:1:pos:R:3:forces:R:3 method="wB97M-V/def2-TZVPD" charge=+1 homo_energy_ha=-0.561 e_above_lowest_kcal_mol=13.1 e_tot_ev=-7814.44202 max_force_ev_per_a=1.1 orbital_gap_ev=10.76
C -2.3672 -0.4850 -0.9603 0.625 0.310 0.791
C -1.5306 1.0947 0.6497 0.031 0.675 -0.162
N -1.3312 0.0666 -0.0530 -0.297 -0.178 0.184
H -2.2403 -1.5538 -1.0337 0.255 -0.093 -0.543
H -2.3543 0.1122 -1.8635 0.236 -0.469 -0.426
H -3.2986 -0.3140 -0.4821 -0.980 0.147 0.399
H -2.5004 1.5812 0.6415 0.023 0.011 -0.016
H -0.7023 1.5528 1.1759 -0.054 -0.243 0.322
H -0.4126 -0.4075 0.0570 0.231 -0.266 -0.648
H 3.9503 0.3871 0.2598 0.023 0.142 0.011
H 3.2925 1.7197 0.6297 0.027 0.001 0.038
O 3.0978 0.7952 0.4503 -0.029 -0.259 -0.012
H 1.8319 -0.8434 0.3941 0.010 0.038 -0.238
H 1.3365 -2.0862 -0.4290 0.148 -0.187 -0.010
O 1.0703 -1.2488 -0.0498 -0.250 0.372 0.310



[5]
15
Properties=species:S:1:pos:R:3:forces:R:3 method="wB97M-V/def2-TZVPD" homo_energy_ha=-0.323 e_above_lowest_kcal_mol=47.2 e_tot_ev=-6251.38136 max_force_ev_per_a=6.6 smiles="C=N.CCN" orbital_gap_ev=9.65
C -2.2366 -1.1740 -0.5409 4.672 -2.359 -0.685
N -1.3480 -2.1964 -0.6120 -3.197 5.139 -2.661
H -2.0681 -0.3376 -1.2917 -0.793 -1.399 0.722
H -2.7668 -0.9679 0.3740 -0.637 -0.046 0.133
H -1.3245 -2.7323 0.1817 -0.575 -1.819 2.625
C 0.9969 1.1699 1.2518 -0.313 0.421 1.450
C 1.2298 1.0674 -0.2321 -0.211 -0.960 -0.750
N 0.3910 0.0471 -0.9094 -0.250 -0.856 0.303
H 1.2589 0.2318 1.7412 0.565 -0.115 -0.064
H 1.6430 1.9914 1.6975 -0.926 -0.959 -0.453
H -0.0582 1.2552 1.6225 0.642 0.602 -0.835
H 1.0201 2.0221 -0.7606 0.450 -0.449 0.426
H 2.2766 0.7371 -0.3551 -0.068 0.778 -0.028
H 0.8579 -0.2675 -1.7641 -0.272 0.201 0.345
H 0.1281 -0.8463 -0.4028 0.913 1.821 -0.530



[6]
37
Properties=species:S:1:pos:R:3:forces:R:3 method="wB97M-V/def2-TZVPD" homo_energy_ha=-0.347 e_tot_ev=-185641.63972 max_force_ev_per_a=0.5 orbital_gap_ev=7.96
C 2.5519 3.8641 0.5876 0.151 -0.123 -0.036
C 1.8130 2.5660 0.6010 -0.051 0.252 -0.195
Br 1.9492 1.5607 2.1936 0.036 -0.174 0.165
C 1.1318 2.0513 -0.4124 -0.037 -0.164 0.270
Br 1.1001 2.9401 -2.0764 -0.184 0.164 -0.082
C 0.3906 0.7668 -0.3650 -0.320 -0.188 0.075
C -0.9320 0.7184 0.1139 0.082 -0.347 -0.281
P -1.8414 2.1433 0.7961 0.059 0.069 0.398
N -1.5302 2.5794 2.2313 0.076 -0.285 -0.367
O -3.3790 1.6986 0.6365 -0.063 -0.070 -0.040
O -1.7069 3.3238 -0.2709 0.039 0.098 -0.139
C -1.5914 -0.5143 0.1736 0.404 0.130 0.017
C -0.9902 -1.7033 -0.2267 0.002 0.224 0.039
C -1.7735 -2.9952 -0.0706 0.023 -0.005 -0.227
F -2.3981 -3.2977 -1.2468 0.022 -0.050 0.112
F -0.9625 -4.0289 0.2531 0.015 0.084 0.073
C -2.8836 -2.9548 0.9968 0.013 0.037 0.071
F -2.3711 -2.5012 2.1695 -0.020 -0.120 -0.053
F -3.3434 -4.2074 1.1858 0.032 0.032 0.001
C 0.3151 -1.6511 -0.7242 -0.156 0.222 0.156
C 1.0056 -0.4304 -0.7546 -0.319 -0.017 -0.033
C 2.4452 -0.4384 -1.1705 -0.066 -0.125 0.013
O 2.9962 0.5270 -1.6369 0.240 0.157 0.063
C 3.1672 -1.7175 -0.9918 -0.115 -0.366 0.041
C 2.4965 -2.8659 -1.0538 0.356 0.208 0.131
C 1.0346 -2.8471 -1.2787 0.081 0.114 0.023
O 0.4864 -3.6917 -1.9348 -0.168 -0.203 -0.094
H 2.9075 4.1231 1.5783 -0.063 0.054 0.081
H 3.4205 3.7766 -0.0671 0.014 0.043 -0.070
H 1.9123 4.6565 0.2066 -0.032 0.067 -0.017
H -0.7715 2.0599 2.6551 -0.031 0.169 0.143
H -3.7220 1.7626 -0.2619 -0.082 0.049 0.032
H -1.8553 3.0670 -1.1889 0.119 0.083 -0.069
H -2.5881 -0.5144 0.5856 -0.040 -0.041 -0.003
H -3.7202 -2.3240 0.6996 -0.039 0.052 -0.025
H 4.2430 -1.6776 -0.9027 0.072 0.083 -0.095
H 2.9938 -3.8246 -1.0292 -0.051 -0.112 -0.077